No. 1
C15H44BI2N6O2P3S | ωB97M-V/def2-TZVPD

Results
Gap between HOMO and LUMO ... 7.0 eV
HOMO energy ... -8.326 eV

The geometry in XYZ format:
```
74
Properties=species:S:1:pos:R:3:lowdin_charge:R:1
I -4.550 2.093 4.702 0.807
I -4.051 2.448 1.364 0.807
S -1.545 -2.355 2.192 0.154
P -1.880 -2.020 4.094 0.364
P -0.132 6.198 -1.798 0.633
P 2.845 -6.345 0.844 0.633
O 2.934 -6.263 2.318 -0.276
O 1.185 6.065 -1.139 -0.275
N 1.504 -5.293 0.505 -0.315
N -1.202 5.545 -0.591 -0.315
N -1.051 5.659 -3.160 -0.298
N 2.545 -7.443 -0.459 -0.298
N -0.377 7.869 -1.937 -0.313
N 4.283 -5.639 0.288 -0.313
C 0.516 -5.305 1.583 -0.169
C -1.934 6.431 0.303 -0.132
C 1.496 -7.180 -1.438 -0.130
C 0.634 8.531 -2.753 -0.133
C -0.226 4.881 -4.107 -0.130
C -3.028 0.858 3.754 -0.753
C -4.512 -0.398 2.100 -0.218
C -1.672 8.491 -2.122 -0.131
C -3.383 0.598 2.275 -0.857
C 4.469 -5.112 -1.048 -0.131
C 5.478 -6.344 0.736 -0.133
C 1.733 -3.917 0.080 -0.130
C 2.460 -8.841 0.008 -0.131
C -0.561 4.490 0.192 -0.151
C -2.349 5.015 -2.986 -0.127
B -2.920 -0.448 4.610 -0.403
H -2.478 0.374 1.722 0.039
H 1.515 -8.002 -2.158 0.082
H 1.629 8.183 -2.478 0.072
H 0.484 8.343 -3.827 0.081
H -4.701 -0.553 1.041 0.075
H 2.499 -9.528 -0.838 0.076
H -0.446 -4.960 1.202 0.045
H 0.804 -4.659 2.419 0.069
H 0.797 -3.361 0.148 0.062
H 1.701 -6.269 -1.996 0.073
H 0.054 3.848 -0.437 0.075
H 2.482 -3.398 0.692 0.094
H -3.459 -0.513 5.665 0.022
H -2.356 5.845 1.122 0.073
H 0.043 3.894 -3.714 0.082
H 5.376 -4.504 -1.060 0.085
H -2.124 1.464 3.819 0.077
H 1.543 -9.037 0.576 0.082
H -1.306 7.220 0.737 0.092
H 2.029 -3.860 -0.967 0.052
H 3.662 -4.457 -1.349 0.041
H 6.358 -5.714 0.601 0.080
H -2.550 -3.087 4.716 -0.032
H 0.081 4.888 0.986 0.085
H 0.495 -7.121 -1.006 0.081
H -2.729 4.783 -3.984 0.083
H -1.340 3.873 0.643 0.012
H 0.375 -6.313 1.974 0.073
H 3.310 -9.074 0.653 0.075
H 4.580 -5.900 -1.808 0.084
H -4.270 -1.375 2.524 0.043
H 0.605 9.608 -2.586 0.080
H 5.403 -6.579 1.797 0.072
H -3.065 5.695 -2.528 0.073
H -2.068 8.364 -3.140 0.085
H 0.700 5.418 -4.327 0.076
H -0.754 4.749 -5.051 0.077
H -5.419 -0.008 2.557 0.054
H -0.691 -1.894 4.841 -0.027
H -2.309 4.090 -2.408 0.080
H 5.636 -7.282 0.182 0.081
H -1.576 9.562 -1.930 0.085
H -2.789 6.892 -0.191 0.053
H -2.410 8.124 -1.420 0.041
```

=====

No. 2
C4H7F | ωB97M-V/def2-TZVPD

Results
SMILES ... C=CCCF
Gap between HOMO and LUMO ... 11.1 eV
HOMO energy ... -9.880 eV

The geometry in XYZ format:
```
12
Properties=species:S:1:pos:R:3:lowdin_charge:R:1
F -0.723 1.168 1.911 -0.085
C -0.963 0.302 0.825 -0.188
C 0.325 0.305 -0.043 -0.182
C 1.179 -1.425 -1.662 -0.035
C 0.288 -0.523 -1.331 -0.201
H -1.900 0.671 0.321 0.125
H 0.657 1.315 -0.252 0.111
H 1.125 0.080 0.598 0.088
H 1.876 -1.850 -0.893 0.073
H -1.167 -0.716 1.181 0.112
H -0.451 -0.315 -2.138 0.107
H 1.391 -1.646 -2.751 0.075
```

=====

No. 3
C21H20N4O3 | ωB97M-V/def2-TZVPD

Results
SMILES ... Nc1c(C(=O)N[C@@H]2CC[C@H](c3ccccc3)c3ccccc32)[nH]c(=O)[nH]c1=O
Gap between HOMO and LUMO ... 8.1 eV
HOMO energy ... -7.685 eV

The geometry in XYZ format:
```
48
Properties=species:S:1:pos:R:3:lowdin_charge:R:1
O -3.692 4.580 3.825 0.118
O -4.593 0.888 2.307 0.078
O -0.644 3.652 -0.696 0.095
N -2.740 1.840 1.441 0.152
N -1.799 5.312 1.630 0.110
N -4.406 3.003 2.622 0.194
N -0.025 1.659 -0.066 0.088
C 1.821 -0.853 -0.396 -0.146
C 1.257 1.599 -0.749 -0.227
C 3.714 -1.504 0.856 -0.089
C 0.754 -0.355 -2.510 -0.118
C -0.775 2.788 0.117 -0.415
C 3.106 0.791 0.726 -0.056
C -2.041 -1.977 1.386 -0.052
C -2.365 4.084 1.831 -0.174
C -3.175 -1.584 0.696 -0.098
C 0.619 -1.189 -1.238 -0.235
C 0.796 1.227 -2.182 -0.082
C -3.513 4.040 2.783 -0.397
C -0.806 -1.812 0.779 -0.039
C -3.954 1.873 2.101 -0.568
C -1.791 -0.703 -1.170 0.000
C -1.873 2.917 1.191 -0.032
C -0.697 -1.275 -0.472 -0.198
C -3.067 -0.879 -0.502 -0.060
C 2.102 0.528 -0.140 -0.129
C 2.652 -1.838 0.052 -0.050
C 3.961 -0.184 1.201 -0.085
H 4.257 -2.370 1.268 0.112
H 1.685 2.614 -0.718 0.157
H 1.448 1.709 -2.902 0.102
H 0.014 -2.226 1.236 0.090
H -5.150 3.037 3.331 0.191
H -4.139 -1.811 1.071 0.097
H -3.979 -0.674 -1.000 0.094
H 0.092 -0.645 -3.264 0.080
H -0.260 1.532 -2.447 0.123
H 4.688 0.086 2.036 0.129
H 3.357 1.872 1.009 0.144
H -1.736 5.845 2.529 0.126
H -2.174 -2.542 2.318 0.119
H -1.825 -0.595 -2.228 0.103
H 0.819 -2.135 -1.667 0.130
H 1.713 -0.645 -2.998 0.128
H -0.303 0.722 0.391 0.157
H -1.018 5.319 1.005 0.077
H -2.488 0.943 0.988 0.123
H 2.448 -2.909 -0.107 0.131
```

=====

No. 4
C9H14 | ωB97M-V/def2-TZVPD

Results
SMILES ... Cc1ccccc1.CC
Gap between HOMO and LUMO ... 10.1 eV
HOMO energy ... -9.058 eV

The geometry in XYZ format:
```
23
Properties=species:S:1:pos:R:3:lowdin_charge:R:1
C -1.228 -1.504 1.538 -0.285
C -1.046 0.978 0.288 -0.103
C -2.248 -1.060 0.700 -0.058
C -0.024 0.516 1.087 -0.102
C -1.328 -2.877 2.135 -0.064
C 2.476 1.451 -1.595 -0.175
C -2.153 0.170 0.075 -0.089
C 2.051 1.866 -3.005 -0.166
C -0.110 -0.711 1.733 -0.050
H -3.127 -1.679 0.604 0.110
H 2.011 2.954 -3.034 0.063
H -2.022 -2.837 2.976 0.080
H 2.453 0.376 -1.397 0.066
H 0.629 -0.961 2.479 0.109
H -0.403 -3.230 2.585 0.070
H -1.660 -3.723 1.523 0.081
H 1.006 1.586 -3.152 0.057
H -3.009 0.467 -0.519 0.101
H 1.819 1.956 -0.892 0.041
H 0.788 1.197 1.311 0.099
H 3.494 1.766 -1.379 0.058
H -0.972 1.911 -0.259 0.100
H 2.603 1.385 -3.801 0.058
```

=====

No. 5
C14H11BNO13 | ωB97M-V/def2-TZVPD

Results
Total charge ... -1
Gap between HOMO and LUMO ... 7.6 eV
HOMO energy ... -7.381 eV

The geometry in XYZ format:
```
40
Properties=species:S:1:pos:R:3:lowdin_charge:R:1
O -2.708 -2.908 2.348 0.248
O -6.515 -2.153 4.445 0.137
O -1.151 4.190 -3.580 0.017
O -4.349 -4.032 1.095 0.246
O -5.450 -4.678 5.316 0.137
O -1.146 -2.816 0.714 0.094
O 3.480 5.056 -2.039 0.003
O -4.168 -4.478 3.462 0.241
O -5.039 -2.414 2.750 0.240
O 3.768 2.899 0.234 -0.105
O 1.231 4.885 -3.096 0.013
O -3.153 -4.192 -0.819 0.135
O 4.817 1.013 1.388 -0.014
N -0.725 1.848 -1.456 0.093
C -5.644 -2.797 3.884 -0.388
C 5.869 1.475 -0.890 -0.019
C -0.211 0.579 -1.348 -0.247
C 2.480 2.269 -0.137 -0.110
C -3.257 -3.833 0.342 -0.386
C 4.774 1.814 0.321 -0.287
C 0.025 4.048 -2.960 -0.177
C 2.293 4.442 -2.154 -0.174
C 1.707 3.123 -1.317 0.023
C 0.329 2.870 -1.820 -0.074
C -2.253 -3.144 1.110 -0.380
C -5.110 -4.061 4.320 -0.389
C -0.346 -0.153 0.144 -0.045
C 0.532 -0.280 -2.534 -0.055
B -4.066 -3.458 2.414 -0.927
H 0.502 0.217 -3.597 0.092
H 0.373 -1.091 0.252 0.097
H 6.944 1.826 -0.569 0.096
H 5.907 0.298 -1.074 0.105
H -0.067 0.687 0.940 0.088
H 1.643 -0.482 -2.145 0.091
H 0.035 -1.364 -2.580 0.112
H -1.466 -0.441 0.363 0.100
H 1.792 2.018 0.797 0.147
H 2.748 1.214 -0.628 0.134
H 5.576 2.000 -1.894 0.087
```

=====

No. 6
C3H6N2O | ωB97M-V/def2-TZVPD

Results
SMILES ... N#C[C@H](O)CN
Gap between HOMO and LUMO ... 11.2 eV
HOMO energy ... -10.628 eV

The geometry in XYZ format:
```
12
Properties=species:S:1:pos:R:3:lowdin_charge:R:1
O -0.269 -1.597 0.651 -0.033
N -3.058 0.107 -0.295 0.154
N 1.429 0.414 0.606 -0.001
C -1.981 -0.311 -0.339 -0.166
C -0.555 -0.707 -0.383 -0.380
C 0.281 0.619 -0.266 -0.195
H 2.310 0.503 0.115 0.085
H 0.576 0.936 -1.272 0.119
H -0.369 -1.179 -1.360 0.141
H 0.572 -1.263 1.027 0.074
H 1.431 1.079 1.370 0.087
H -0.364 1.399 0.145 0.115
```

=====

No. 7
C32H96O16 | ωB97M-V/def2-TZVPD

Results
Gap between HOMO and LUMO ... 9.3 eV
HOMO energy ... -8.942 eV

The geometry in XYZ format:
```
144
Properties=species:S:1:pos:R:3:lowdin_charge:R:1
O -2.688 3.145 0.302 -0.129
O 1.951 -3.310 1.155 -0.136
O 2.928 -0.233 -4.341 -0.088
O 0.374 -2.099 3.264 -0.102
O -1.195 -0.811 -2.748 -0.134
O -0.368 4.443 -0.261 -0.109
O -3.604 -5.106 0.519 -0.082
O -3.748 1.069 1.919 -0.096
O -1.255 1.616 -3.913 -0.109
O -2.207 -0.855 3.572 -0.094
O -0.541 4.249 5.223 -0.068
O 3.386 1.744 -2.279 -0.120
O 4.060 -1.671 0.457 -0.100
O 2.204 3.486 -0.332 -0.082
O 0.159 -1.561 -0.462 -0.086
O 0.101 -4.915 -4.878 -0.064
C 1.029 -1.362 4.256 -0.281
C -0.388 2.422 -3.165 -0.284
C -0.562 5.674 0.432 -0.281
C -2.274 -4.831 0.950 -0.318
C -3.337 -1.599 -2.537 -0.069
C 2.383 -4.672 1.281 -0.241
C 3.570 2.321 1.181 -0.062
C 4.376 2.644 -2.765 -0.294
C 0.563 6.669 0.171 -0.073
C -5.089 0.757 1.953 -0.323
C 1.815 -0.188 3.603 -0.066
C 1.588 -0.661 -4.510 -0.312
C 2.304 3.129 1.015 -0.307
C -5.327 -0.686 1.498 -0.054
C -0.483 3.920 -3.696 -0.048
C 0.984 -4.580 -3.835 -0.334
C -0.685 0.447 0.260 -0.044
C 3.452 -4.652 2.386 -0.078
C 0.561 -5.153 -2.476 -0.073
C 5.514 2.537 -1.849 -0.094
C 0.578 -0.293 -0.109 -0.297
C 3.669 -2.364 -1.848 -0.043
C 4.216 -1.307 -0.872 -0.295
C -2.098 -1.685 -3.409 -0.243
C -3.877 -0.508 5.247 -0.075
C -4.056 2.106 -1.409 -0.054
C -2.685 -1.303 4.804 -0.313
C 1.615 -1.745 -5.591 -0.080
C -0.966 3.024 3.231 -0.080
C -3.669 3.465 -0.706 -0.218
C -2.276 -3.442 1.462 -0.085
C -0.685 2.940 4.696 -0.326
H -1.464 6.190 0.103 0.112
H -3.852 -0.649 -2.683 0.068
H 1.060 0.149 -0.981 0.111
H -0.855 -1.171 -1.925 0.038
H 3.671 -0.365 -0.931 0.086
H 2.362 -2.525 -5.441 0.073
H -3.344 0.425 2.505 0.045
H 1.694 -2.084 4.729 0.110
H -4.814 -1.418 2.121 0.059
H -5.504 1.524 1.300 0.112
H 1.853 -1.208 -6.509 0.073
H 2.394 0.349 4.355 0.073
H 0.725 -2.211 -0.040 0.055
H -4.257 -0.812 6.223 0.079
H -1.253 0.046 1.099 0.070
H -4.100 -2.353 -2.725 0.073
H 0.567 1.897 -3.145 0.096
H -3.677 -6.028 0.260 0.076
H -1.144 2.066 2.743 0.057
H 0.390 -0.983 5.054 0.103
H 3.995 3.655 -2.912 0.123
H 5.280 -1.118 -1.015 0.119
H 5.292 2.974 -0.876 0.054
H -1.656 -2.676 -3.513 0.108
H 1.338 -0.333 0.671 0.103
H 2.299 3.996 1.677 0.115
H 1.065 -4.725 -1.610 0.052
H -3.703 0.554 5.421 0.076
H 0.847 0.101 -4.753 0.107
H 1.330 -1.134 -3.563 0.079
H 1.180 0.549 3.113 0.061
H -3.077 2.496 0.893 0.038
H -5.023 -0.878 0.470 0.067
H -0.796 2.423 -2.154 0.080
H -0.696 5.428 1.486 0.101
H -0.047 3.412 2.792 0.060
H -1.550 2.460 5.155 0.104
H 4.032 -3.364 -1.612 0.077
H 5.812 1.520 -1.596 0.079
H 0.420 4.494 -3.488 0.055
H -4.908 2.269 -2.069 0.074
H 0.593 -2.075 -5.774 0.074
H 0.438 7.585 0.747 0.075
H -2.947 -2.354 4.688 0.116
H 3.099 2.180 -1.473 0.027
H 3.955 -5.619 2.422 0.072
H -3.268 1.679 -2.029 0.049
H 1.386 2.616 1.303 0.082
H 1.576 -5.330 1.602 0.118
H 6.381 3.136 -2.129 0.081
H 1.038 -2.497 2.696 0.049
H -1.373 -3.346 2.065 0.064
H 1.012 -3.496 -3.722 0.078
H -3.210 4.150 -1.418 0.103
H -0.528 3.947 -4.785 0.065
H -1.199 3.963 -0.237 0.027
H 3.718 1.531 0.445 0.053
H -1.604 -4.974 0.102 0.102
H 4.442 2.975 1.167 0.078
H 4.078 -2.094 -2.822 0.078
H -5.520 0.890 2.946 0.103
H 1.994 -4.913 -4.077 0.114
H 4.685 2.266 -3.739 0.117
H -0.437 1.480 0.506 0.056
H -4.542 3.934 -0.252 0.106
H 2.593 -0.503 2.908 0.055
H 0.736 -6.229 -2.483 0.070
H 3.058 -4.429 3.378 0.071
H -0.764 4.193 6.155 0.079
H 1.559 6.289 0.400 0.064
H -2.296 -1.240 -4.384 0.122
H 2.648 -2.750 0.805 0.031
H -1.374 0.509 -0.581 0.069
H 0.204 2.360 4.943 0.103
H -1.832 3.631 2.965 0.087
H 4.272 -3.941 2.292 0.068
H 2.806 -4.949 0.316 0.104
H -3.132 -1.733 -1.475 0.062
H 2.581 -2.391 -1.915 0.057
H 4.587 -1.049 0.963 0.100
H -0.507 -5.043 -2.288 0.065
H 2.969 0.465 -3.684 0.029
H 0.577 6.951 -0.882 0.076
H -1.911 -1.186 5.562 0.108
H 0.169 -5.867 -4.980 0.083
H -4.714 -0.623 4.559 0.063
H -1.292 4.512 -3.268 0.054
H 1.324 3.827 -0.506 0.045
H -6.388 -0.932 1.549 0.076
H -1.274 -1.054 3.461 0.041
H -3.088 -3.208 2.151 0.068
H -2.362 -2.687 0.681 0.069
H 3.537 1.743 2.104 0.062
H -2.052 -5.483 1.794 0.111
H -1.301 0.756 -3.489 0.010
H -4.298 1.268 -0.754 0.049
```

=====

No. 8
C20H52AlB3O10S5 | ωB97M-V/def2-TZVPD

Results
Gap between HOMO and LUMO ... 5.5 eV
HOMO energy ... -9.161 eV

The geometry in XYZ format:
```
91
Properties=species:S:1:pos:R:3:lowdin_charge:R:1
S 3.329 -1.904 -1.277 0.693
S 2.186 0.016 2.468 0.693
S -4.738 -1.185 1.282 0.680
S 1.763 1.777 -1.988 0.683
S -2.973 0.560 -3.461 0.707
Al -0.738 -1.240 -0.375 1.241
O -3.775 0.049 -4.545 -0.303
O 1.253 -0.019 1.374 -0.378
O -3.545 -1.272 0.478 -0.377
O 2.085 1.964 -3.385 -0.312
O 0.941 0.660 -1.597 -0.387
O 3.676 -0.766 -2.087 -0.298
O 3.436 0.723 2.258 -0.331
O 2.140 -1.921 -0.440 -0.367
O -2.668 -0.277 -2.319 -0.397
O -5.761 -2.197 1.197 -0.316
C 5.290 -3.676 -0.628 -0.191
C 2.262 4.091 -0.845 -0.220
C 2.679 -1.637 3.116 -0.215
C -2.563 3.267 -3.377 -0.195
C 3.276 1.946 -0.977 -0.213
C 1.952 -1.745 4.428 -0.209
C -5.465 0.452 1.076 -0.204
C -1.420 1.272 -4.123 -0.208
C 4.715 -2.302 -0.162 -0.188
C 3.006 3.091 0.027 -0.206
C 1.058 3.354 -1.463 -0.202
C -3.571 2.215 -2.869 -0.186
C 3.378 -3.471 -2.117 -0.226
C -4.348 0.502 3.311 -0.197
C -1.842 2.641 -4.574 -0.228
C -5.476 1.151 2.445 -0.181
C 1.331 0.625 3.971 -0.193
C -4.358 -1.001 3.021 -0.227
C 4.115 -4.454 -1.221 -0.204
C 1.686 -0.345 5.093 -0.189
B -0.337 -2.353 -2.888 -0.337
B -1.496 1.598 0.176 -0.394
B -1.033 -2.024 2.225 -0.358
H -1.470 -2.079 -2.735 -0.037
H -2.319 0.740 0.110 -0.030
H -1.049 1.611 -0.911 -0.061
H 1.949 4.970 -0.282 0.115
H -3.773 2.204 -1.800 0.082
H -1.891 3.450 -2.537 0.094
H 6.088 -3.458 -1.339 0.116
H 2.423 -3.765 -2.546 0.107
H -0.993 3.187 -4.985 0.119
H -1.046 0.565 -4.862 0.119
H -6.396 0.930 2.989 0.111
H 4.065 2.259 -1.661 0.108
H -6.408 0.336 0.546 0.105
H -1.954 2.678 0.245 0.014
H 1.349 1.708 4.061 0.112
H -0.627 1.399 0.934 -0.031
H 0.511 3.892 -2.229 0.105
H -4.803 0.977 0.386 0.086
H -4.517 0.573 4.385 0.110
H 4.058 -3.222 -2.942 0.112
H 5.378 -1.443 -0.103 0.107
H 5.746 -4.176 0.225 0.112
H 0.366 -1.422 -2.678 -0.026
H 3.417 -4.707 -0.420 0.122
H -1.735 -2.560 1.411 0.004
H 3.971 3.387 0.435 0.122
H 4.209 -2.375 0.800 0.073
H 3.620 1.054 -0.465 0.072
H 3.764 -1.557 3.191 0.098
H 2.518 0.064 5.667 0.110
H 2.413 2.651 0.830 0.095
H 2.466 -2.406 2.375 0.088
H -0.706 1.348 -3.304 0.071
H -3.508 -1.624 3.291 0.077
H -4.560 2.320 -3.322 0.096
H 0.869 -0.537 5.786 0.112
H -3.373 0.940 3.089 0.111
H 4.398 -5.313 -1.823 0.121
H 2.375 -2.452 5.140 0.117
H -1.354 -2.540 3.225 0.029
H 0.291 0.471 3.660 0.094
H -3.036 4.183 -3.728 0.113
H -5.351 2.227 2.375 0.112
H -2.561 2.561 -5.395 0.117
H -1.326 -0.892 2.142 -0.025
H -0.120 -3.246 -2.132 -0.027
H -5.205 -1.436 3.554 0.106
H 2.994 4.400 -1.596 0.116
H 0.951 -2.121 4.207 0.086
H 0.466 3.104 -0.580 0.073
H -0.127 -2.765 -3.964 0.034
H 0.106 -2.257 2.050 -0.027
```

=====

> Among the records above, which one has the highest gap between HOMO and LUMO?

C3H6N2O

=====

> What is the HOMO energy in the first record?

-8.326 eV

=====

> Which of these has the highest gap between HOMO and LUMO?

C3H6N2O

=====

Copy entry 4 word for word.
C9H14 | ωB97M-V/def2-TZVPD

Results
SMILES ... Cc1ccccc1.CC
Gap between HOMO and LUMO ... 10.1 eV
HOMO energy ... -9.058 eV

The geometry in XYZ format:
```
23
Properties=species:S:1:pos:R:3:lowdin_charge:R:1
C -1.228 -1.504 1.538 -0.285
C -1.046 0.978 0.288 -0.103
C -2.248 -1.060 0.700 -0.058
C -0.024 0.516 1.087 -0.102
C -1.328 -2.877 2.135 -0.064
C 2.476 1.451 -1.595 -0.175
C -2.153 0.170 0.075 -0.089
C 2.051 1.866 -3.005 -0.166
C -0.110 -0.711 1.733 -0.050
H -3.127 -1.679 0.604 0.110
H 2.011 2.954 -3.034 0.063
H -2.022 -2.837 2.976 0.080
H 2.453 0.376 -1.397 0.066
H 0.629 -0.961 2.479 0.109
H -0.403 -3.230 2.585 0.070
H -1.660 -3.723 1.523 0.081
H 1.006 1.586 -3.152 0.057
H -3.009 0.467 -0.519 0.101
H 1.819 1.956 -0.892 0.041
H 0.788 1.197 1.311 0.099
H 3.494 1.766 -1.379 0.058
H -0.972 1.911 -0.259 0.100
H 2.603 1.385 -3.801 0.058
```